# C5H36N2O12

A 12-piece molecular cluster, C5H36N2O12 overall (ωB97M-V with the def2-TZVPD basis set, the Open Molecules 2025 dataset).

Output
Spin multiplicity: 1
SMILES: CN[C@@](C)(O)CCN.O.O.O.O.O.O.O.O.O.O.O
Molar mass, Da: 316.35
Largest force on an atom, hartree/bohr: 0.196
Relative energy (zero: lowest compared OMol25 entry of this formula, charge and spin), kJ/mol: 552.3
Charge: 0
HOMO level, eV: -8.6

Last column: Mulliken charge in e.
Atoms and positions in Å:
O: 2.820 3.588 0.092  -0.66
O: -1.818 1.141 0.137  -0.65
O: 3.689 1.348 -1.800  -0.68
O: -4.371 1.989 -1.017  -0.64
O: 2.244 -1.436 3.203  -0.46
O: 2.364 -3.866 0.775  -0.63
O: -1.338 -3.663 2.852  -0.61
O: -1.766 4.329 -1.481  -0.73
O: 0.127 2.709 -1.631  -0.63
O: -0.218 -3.202 -3.783  -0.57
O: -0.252 -0.173 -3.673  -0.61
O: 2.630 0.827 1.929  -0.72
N: 1.804 -1.162 -0.747  -0.55
N: -2.487 -0.424 1.602  -0.31
C: -1.932 0.169 2.816  -0.82
C: -1.523 -0.211 0.375  0.82
C: -0.133 -0.465 0.806  -0.56
C: -1.878 -1.233 -0.736  -1.52
C: 0.713 -0.208 -0.620  0.29
H: -1.354 1.508 -0.630  0.33
H: -1.118 -0.374 3.179  0.24
H: -0.032 0.729 -4.124  0.27
H: 3.754 3.518 -0.256  0.34
H: 2.952 1.446 -2.404  0.30
H: -1.566 1.261 2.695  0.19
H: -1.701 4.392 -0.419  0.37
H: 3.466 0.577 -1.202  0.36
H: 2.673 2.660 0.144  0.31
H: -0.087 -1.467 1.170  -0.26
H: -0.736 -3.038 2.540  0.31
H: -1.252 -0.235 -3.735  0.33
H: 3.176 1.205 2.647  0.36
H: 1.084 3.077 -1.419  0.29
H: -3.452 -0.067 1.202  0.35
H: -0.457 3.501 -1.861  0.35
H: -3.558 1.835 -0.660  0.42
H: -2.676 3.899 -1.737  0.34
H: 0.037 0.219 1.553  0.58
H: 1.068 0.805 -0.407  -0.19
H: 2.384 -2.053 3.905  0.25
H: 1.786 1.248 2.041  0.28
H: 2.930 -4.645 0.616  0.28
H: 2.603 -3.362 1.584  0.31
H: -2.713 0.127 3.650  0.35
H: 1.678 -1.628 -1.637  0.21
H: -1.327 -1.339 -1.590  0.35
H: 2.806 -0.702 3.212  0.27
H: -1.723 -2.273 -0.327  0.29
H: 0.513 -3.442 -4.328  0.28
H: -0.018 -0.197 -1.432  0.43
H: -5.144 1.667 -0.564  0.29
H: -2.917 -0.928 -1.007  0.34
H: 1.740 -1.824 0.065  0.15
H: -1.494 -3.626 3.769  0.28
H: 0.004 -2.533 -3.332  0.26

# C16H32FNO4P

A 2-piece molecular cluster, C16H32FNO4P overall (ωB97M-V with the def2-TZVPD basis set, the Open Molecules 2025 dataset).

Output
Spin multiplicity: 1
Molar mass, Da: 352.41
Largest force on an atom, hartree/bohr: 0.018
Relative energy (zero: lowest compared OMol25 entry of this formula, charge and spin), kJ/mol: 20.1
Charge: +1
HOMO level, eV: -12.3

Last column: Mulliken charge in e.
Atoms and positions in Å:
P: -4.189 2.681 -0.080  0.20
F: -1.223 -0.587 1.600  -0.33
O: -2.978 -1.259 0.354  -0.40
O: 3.358 -2.992 -1.163  -0.57
O: -4.142 3.303 1.434  -0.47
O: 2.987 -3.280 1.026  -0.33
N: -1.716 1.283 -0.397  0.37
C: 3.018 2.179 0.262  -0.97
C: -1.501 2.180 -1.591  -0.80
C: 3.038 -3.707 -0.260  0.58
C: -5.858 1.959 -0.093  -1.18
C: -1.135 -0.085 -0.664  -0.70
C: 1.597 2.739 0.197  -0.48
C: -3.706 -0.196 -0.261  -0.80
C: 4.142 -0.110 0.511  -1.15
C: -1.616 -1.079 0.363  0.04
C: 3.144 0.738 -0.261  0.34
C: 2.654 -4.375 1.904  -0.46
C: 0.984 2.648 -1.202  -0.41
C: -3.128 1.143 0.159  -0.05
C: 2.648 -5.172 -0.326  -0.53
C: 1.957 -5.401 1.018  -0.43
C: -0.439 3.232 -1.275  -1.18
H: -2.420 2.662 -1.900  0.68
H: 3.943 -0.089 1.582  0.40
H: -1.123 -2.039 0.231  0.51
H: -0.052 -0.009 -0.590  0.19
H: 3.425 0.767 -1.314  0.29
H: 2.008 -5.355 -1.184  0.31
H: 2.041 -6.416 1.398  0.33
H: -0.504 3.981 -2.062  0.44
H: -1.144 1.660 0.358  0.24
H: 3.561 -5.760 -0.428  0.26
H: 1.627 3.205 -1.885  0.68
H: 3.344 2.202 1.303  0.42
H: -6.542 2.788 0.073  0.37
H: -2.993 1.055 1.240  0.46
H: -1.397 -0.414 -1.664  0.46
H: -6.027 1.219 0.693  0.40
H: 0.986 2.166 0.908  0.19
H: -4.723 -0.282 0.101  0.48
H: 4.044 -1.145 0.193  0.07
H: 1.001 1.622 -1.566  0.20
H: 2.027 -3.993 2.705  0.31
H: -4.439 2.679 2.104  0.35
H: -0.702 3.734 -0.340  0.41
H: 3.689 2.846 -0.283  0.38
H: 3.580 -4.760 2.333  0.27
H: 1.613 3.788 0.488  0.35
H: 2.163 0.253 -0.199  -0.33
H: 0.896 -5.160 0.934  0.22
H: -1.147 1.575 -2.423  0.33
H: 5.165 0.216 0.334  0.38
H: -6.080 1.489 -1.050  0.37
H: -3.717 -0.328 -1.346  0.24

# C38H49ClO6PSSr

C38H49ClO6PSSr as an isolated structure (ωB97M-V with the def2-TZVPD basis set, the Open Molecules 2025 dataset).

Output
Spin multiplicity: 1
Molar mass, Da: 787.92
Largest force on an atom, hartree/bohr: 0.174
Relative energy (zero: lowest compared OMol25 entry of this formula, charge and spin), kJ/mol: 498.0
Charge: -1
HOMO level, eV: -2.3

Last column: Mulliken charge in e.
Atoms and positions in Å:
Sr: 1.599 0.890 -0.307  1.39
Cl: 3.121 -1.089 -4.307  -0.30
S: -2.848 1.382 -0.851  -0.03
P: 0.827 -2.750 -1.017  0.67
O: -2.049 0.082 -0.871  -0.25
O: 0.612 2.868 -0.465  -0.70
O: 2.272 4.365 -0.259  -0.72
O: 1.115 0.335 1.663  -0.44
O: 3.625 0.202 -0.787  -0.51
O: 5.001 1.936 -0.410  -0.73
C: -4.759 -1.085 3.488  -0.44
C: 1.345 -5.629 -1.117  -1.57
C: 4.079 1.204 -0.126  0.55
C: -0.879 -2.049 -3.028  -1.33
C: 3.495 0.660 -3.968  0.59
C: 1.679 3.366 0.075  0.36
C: 1.895 -3.304 1.517  -1.98
C: 2.584 0.172 1.913  1.20
C: 3.206 -4.027 -1.633  -1.47
C: 1.047 1.741 2.176  1.26
C: -5.362 0.153 3.307  -0.69
C: -2.791 4.587 0.078  -0.26
C: -0.887 -2.828 -1.705  2.58
C: -4.058 -1.667 2.437  -0.60
C: 4.214 3.269 -3.497  -0.65
C: -1.539 -4.191 -1.925  -1.85
C: -4.128 4.874 2.495  -0.75
C: -3.969 -1.023 1.210  0.28
C: -4.051 5.946 1.616  -0.43
C: 5.178 2.383 -3.988  -0.53
C: 2.551 0.319 3.435  -1.03
C: -2.199 2.206 0.583  0.63
C: 1.683 -4.246 -1.681  0.40
C: -0.502 -4.045 1.290  -1.48
C: 2.463 1.511 -3.472  0.53
C: -3.541 3.657 2.162  -0.26
C: 4.786 1.069 -4.215  -0.54
C: -4.570 0.223 1.021  0.09
C: -4.482 0.951 -0.303  -1.22
C: 2.186 2.569 1.411  -1.27
C: 0.553 -3.045 0.817  1.77
C: -5.262 0.801 2.081  -0.38
C: -3.378 5.800 0.408  -0.76
C: 3.335 1.440 1.304  -1.14
C: 1.527 1.507 3.617  -1.04
C: 2.921 2.861 -3.269  -0.29
C: 1.147 1.123 -3.185  -1.65
C: -2.876 3.503 0.951  0.37
H: -2.211 1.446 1.369  0.53
H: -4.501 6.897 1.874  0.39
H: 0.698 1.215 4.256  0.35
H: -1.001 -4.759 -2.691  0.32
H: 5.501 0.340 -4.585  0.35
H: 0.281 -5.856 -1.130  0.26
H: -4.640 4.982 3.443  0.39
H: -3.586 2.822 2.851  0.46
H: -5.728 1.771 1.943  0.42
H: -0.178 -2.497 -3.743  0.31
H: 0.827 0.282 -3.798  0.60
H: 6.201 2.692 -4.155  0.31
H: -0.591 -4.012 2.383  0.50
H: -4.842 -1.599 4.437  0.40
H: 2.513 3.367 2.066  0.67
H: 3.588 -4.216 -0.625  0.31
H: 3.535 0.520 3.853  0.45
H: -1.489 -3.817 0.881  0.16
H: -1.878 -2.063 -3.480  0.48
H: -2.564 -4.052 -2.287  0.46
H: 2.719 -2.749 1.064  0.28
H: -4.844 0.330 -1.127  0.56
H: 3.712 -4.719 -2.314  0.45
H: -1.472 -2.247 -0.984  -1.69
H: 0.207 -2.051 1.124  -0.34
H: 1.988 2.402 4.029  0.38
H: 1.852 -6.402 -1.706  0.46
H: -5.910 0.617 4.118  0.38
H: 1.843 -3.029 2.576  0.40
H: 4.154 1.686 1.969  0.72
H: 2.206 3.566 -2.856  0.24
H: 0.057 2.165 2.071  0.05
H: 2.965 -0.772 1.508  -0.18
H: 0.459 1.969 -3.214  0.27
H: 1.702 -5.730 -0.091  0.20
H: 2.164 -4.361 1.466  0.38
H: 3.489 -3.008 -1.914  0.21
H: 1.385 -4.226 -2.737  0.59
H: -3.578 -2.630 2.569  0.42
H: -2.236 4.483 -0.849  0.45
H: -3.297 6.635 -0.277  0.41
H: 2.156 -0.591 3.879  0.35
H: -0.249 -5.069 1.013  0.15
H: -1.174 2.402 0.251  -1.04
H: -1.592 -4.806 -1.027  0.31
H: -5.051 1.885 -0.289  0.48
H: -0.580 -1.015 -2.900  -0.04
H: -3.412 -1.470 0.396  0.31
H: 4.486 4.297 -3.277  0.33

# C2H7N3O2

C2H7N3O2 as an isolated structure (ωB97M-V with the def2-TZVPD basis set, the Open Molecules 2025 dataset).

Output
Spin multiplicity: 1
Molar mass, Da: 105.10
Largest force on an atom, hartree/bohr: 0.106
Relative energy (zero: lowest compared OMol25 entry of this formula, charge and spin), kJ/mol: 562.1
Charge: 0
HOMO level (alpha / beta), eV: -9.2 / -9.2

Last column: Mulliken charge in e.
Atoms and positions in Å:
O: 2.204 1.137 0.526  -0.58
O: 2.683 -0.678 -0.433  -0.64
N: 0.035 0.687 -1.471  -0.77
N: 1.904 0.072 0.094  0.95
N: 0.224 -1.545 0.000  -0.39
C: 0.468 -0.235 0.163  0.77
C: -0.371 0.508 1.172  -1.40
H: -0.164 0.089 2.187  0.34
H: -0.111 1.531 1.224  0.37
H: -0.749 -1.938 0.111  0.23
H: 0.951 -2.097 -0.380  0.22
H: 0.226 1.763 -1.350  0.26
H: -1.409 0.715 0.750  0.41
H: 0.595 0.326 -2.167  0.22

Question: Which value of spin multiplicity does entry 4 give?
Answer: 1

Question: Which of these has the lowest relative energy (zero: lowest compared OMol25 entry of this formula, charge and spin)?
Answer: C16H32FNO4P